(A)
C36H40Br2N9O4SSiZr as an isolated structure. Source: the OMol25 dataset; level of theory: ωB97M-V/def2-TZVPD.

Positions of all 94 atoms, in Å:
1 C -1.895 -4.213 -1.227
2 N -2.253 -0.320 0.260
3 C -3.379 5.891 -2.474
4 N 0.076 3.684 -3.796
5 C -1.271 -2.356 2.601
6 C 3.664 0.052 5.053
7 H 1.917 -3.739 4.346
8 N -1.473 5.447 -3.943
9 N 1.867 -0.407 1.689
10 C 1.782 1.357 6.052
11 H 0.022 -2.836 5.670
12 H 0.188 1.227 -2.860
13 C -2.977 3.617 -3.235
14 H -2.360 -3.218 -1.008
15 C -0.047 -2.896 4.612
16 N 2.020 -0.640 -1.344
17 H 3.499 0.211 -0.155
18 C -2.622 4.957 -3.196
19 H -1.645 6.352 -4.377
20 H 0.800 3.190 -4.328
21 C -0.284 4.970 -4.359
22 H -5.116 6.198 -1.264
23 H -0.475 2.359 1.167
24 C 2.146 -1.160 -2.614
25 C 0.446 -5.576 0.276
26 Si -0.133 -4.165 -0.654
27 C -0.165 4.389 -1.489
28 C 1.064 -3.312 3.855
29 H 4.639 -0.445 5.109
30 H 1.300 -1.649 -3.079
31 C -3.157 -0.344 -0.442
32 N -1.094 -0.854 -3.051
33 H 0.040 1.694 4.723
34 H 3.524 0.776 7.133
35 H -0.022 5.364 -1.875
36 H -4.397 2.174 -2.498
37 C -4.512 5.454 -1.781
38 C -4.253 -0.428 -1.420
39 C 3.047 0.763 6.159
40 O 4.269 0.102 1.582
41 H 5.074 0.190 -2.143
42 C -0.762 -0.931 -1.935
43 H -4.998 0.255 -1.030
44 H -2.353 2.895 -3.746
45 O -0.077 0.620 2.020
46 S 3.363 -0.690 2.356
47 H -6.662 3.185 -1.467
48 H -2.204 -2.018 2.149
49 H -0.334 4.779 0.639
50 C 0.011 1.999 -2.066
51 C -1.191 -2.458 3.990
52 H 3.827 -1.345 -4.033
53 H -2.519 -4.892 -0.696
54 C -0.366 4.032 -0.178
55 C -4.828 4.087 -1.689
56 H -6.415 4.454 -0.266
57 H -2.019 -4.525 -2.300
58 C -0.184 -2.727 1.818
59 O 3.647 -2.058 2.628
60 C 1.055 0.332 2.450
61 Zr 0.068 -0.658 0.194
62 H 5.054 -3.675 1.551
63 C 1.017 -4.092 -2.137
64 C 0.920 -3.257 2.484
65 C 1.636 0.699 3.809
66 Br 5.824 -3.061 -0.711
67 C 5.593 -4.219 0.783
68 H 6.546 -4.486 1.158
69 C -0.419 2.663 0.132
70 H -3.035 6.920 -2.491
71 C -0.086 3.359 -2.434
72 C 1.018 1.265 4.899
73 H -4.612 -1.459 -1.405
74 C -4.083 3.221 -2.493
75 C 4.088 -0.223 -2.148
76 N 3.231 -0.072 -1.106
77 H -3.822 -0.098 -2.367
78 H 1.763 -3.509 1.882
79 H 0.197 -6.456 -0.346
80 O 0.408 5.550 -5.178
81 H 0.092 -5.759 1.319
82 H -2.070 -2.214 4.527
83 H 1.185 -5.119 -2.421
84 N -0.141 -2.666 0.383
85 Br 4.709 -5.855 0.441
86 C 2.914 0.125 3.897
87 H 2.005 -3.745 -1.912
88 H 1.566 -5.611 0.249
89 H 0.505 -3.585 -2.980
90 H 1.357 1.915 6.851
91 N -0.109 1.666 -0.754
92 C -5.971 3.620 -0.802
93 H -5.604 2.861 -0.061
94 C 3.418 -0.902 -3.129

Computed properties:
**M**: 973.96 g mol⁻¹
**E_HOMO**: -10.83 eV
**Gap between HOMO and LUMO**: 7.9 eV
**Charge**: +1


(B)
C36H40Br2N9O4SSiZr as an isolated structure. Source: the OMol25 dataset; level of theory: ωB97M-V/def2-TZVPD.

Positions of all 94 atoms, in Å:
1 C 1.859 7.312 2.545
2 H -0.103 1.956 4.549
3 H 1.664 -0.262 1.604
4 C -1.489 2.719 0.172
5 H 1.664 1.944 0.117
6 C 0.460 -0.201 4.553
7 H -0.895 -6.229 0.443
8 H 1.693 8.312 -0.013
9 C -0.417 -4.568 3.086
10 H 2.908 -1.515 -3.166
11 C 0.762 3.474 -1.122
12 O 1.443 -3.032 -1.913
13 O -1.914 -0.988 -2.955
14 N -0.564 0.768 2.864
15 H 1.439 7.541 3.533
16 H 3.703 0.781 0.695
17 H -0.899 -3.635 3.368
18 C 0.260 -1.104 3.505
19 C 2.562 -0.484 -3.285
20 H 0.934 -0.395 5.504
21 N 0.740 -0.165 -1.463
22 H -4.895 -2.071 2.002
23 C 0.764 2.469 -0.174
24 N -2.248 6.535 -1.423
25 H -0.464 4.825 -2.255
26 Si 0.395 -4.530 1.444
27 N -0.759 -2.548 -1.383
28 H 3.082 -4.118 0.296
29 C -1.597 3.748 -0.763
30 H -1.512 -4.715 -0.224
31 C 1.830 -5.661 1.626
32 C 2.314 -0.866 0.986
33 H -2.531 7.377 -1.908
34 H -3.590 3.604 -1.096
35 C -2.326 -0.176 -0.060
36 N -0.325 -0.500 2.478
37 C -1.850 -5.155 -5.133
38 H 5.601 -0.693 0.117
39 C -0.501 -5.451 -5.011
40 C -3.939 -2.052 2.517
41 C 0.771 7.122 1.521
42 H 2.142 -0.343 -4.284
43 H -1.177 -5.362 3.107
44 C 0.836 7.699 0.251
45 N -2.863 4.298 -0.949
46 C 4.428 -2.483 0.243
47 N 0.805 -2.789 1.067
48 H 1.696 3.749 -1.614
49 C 3.546 -0.283 0.604
50 C 1.542 -0.263 -2.290
51 O -3.322 -2.563 -1.593
52 C -0.333 -3.849 -3.285
53 N -3.286 0.407 -0.354
54 Zr -0.274 -1.217 0.257
55 Br -2.692 -2.866 1.385
56 H 3.390 0.197 -3.127
57 C -0.366 6.364 1.811
58 C 2.079 -2.265 0.871
59 H 2.302 -6.019 0.703
60 H -0.475 5.933 2.804
61 H 5.288 -3.115 0.015
62 N -0.354 2.071 0.429
63 H -0.621 1.447 2.090
64 H -2.373 2.372 0.694
65 C -0.074 0.979 4.096
66 H -2.282 5.637 1.165
67 Br -3.629 -0.241 2.961
68 C -1.271 6.728 -0.398
69 C 0.289 -4.789 -4.077
70 C -2.476 -4.189 -4.344
71 H 2.594 -5.308 2.316
72 C 3.187 -3.050 0.450
73 O -4.214 5.688 -2.140
74 C -1.689 -3.555 -3.427
75 C -1.387 6.191 0.884
76 H -3.526 -3.962 -4.479
77 S -2.122 -2.260 -2.322
78 C -0.608 -5.223 0.090
79 H -0.060 -6.213 -5.656
80 H 1.386 -6.545 2.100
81 H 0.331 -4.814 3.863
82 H 2.463 6.399 2.658
83 H 0.553 -2.134 3.439
84 C -0.444 4.086 -1.461
85 C 0.251 -3.120 -2.129
86 H 2.535 8.115 2.247
87 C -3.176 5.525 -1.541
88 H 0.042 -5.389 -0.782
89 H -2.415 -5.701 -5.873
90 C 4.610 -1.100 0.289
91 C -0.137 7.484 -0.707
92 H -3.998 -2.603 3.445
93 H 1.334 -5.023 -3.974
94 H -0.014 7.894 -1.707

Computed properties:
**M**: 973.96 g mol⁻¹
**E_HOMO**: -10.47 eV
**Gap between HOMO and LUMO**: 7.3 eV
**Charge**: +1


(A) is preferred energetically. Next in line: 22.4 kcal/mol higher.


(A)
A 10-piece molecular cluster, C31H71Cl6N3O15 overall. Source: the OMol25 dataset; level of theory: ωB97M-V/def2-TZVPD.

Positions of all 126 atoms, in Å:
1 H 2.813 -9.430 -0.206
2 H 9.142 -13.137 0.818
3 H 7.371 -14.772 -4.588
4 C 11.229 -8.557 -3.413
5 H -0.281 -16.582 0.855
6 H 7.958 -10.768 -8.140
7 C 9.629 -13.610 -9.421
8 H 4.484 -23.616 -3.967
9 Cl 0.704 -11.105 -0.070
10 C 6.114 -12.004 -2.991
11 C 8.542 -8.684 -0.943
12 C 1.760 -7.312 0.906
13 Cl 5.973 -5.602 -6.534
14 H 6.577 -13.461 -5.534
15 H 5.141 -8.659 -0.728
16 H 10.584 -13.516 -8.892
17 H 6.551 -11.096 -7.131
18 O 6.212 -19.876 -3.227
19 O 9.872 -11.679 -5.697
20 Cl 2.531 -11.530 -2.341
21 H 6.241 -10.739 -0.184
22 H 7.948 -13.111 -4.558
23 H 5.544 -17.982 -3.730
24 C 7.363 -17.869 -2.571
25 C 5.324 -10.534 0.357
26 C 7.053 -6.961 -6.207
27 H 10.738 -15.581 -10.940
28 C 10.946 -14.590 -11.334
29 H 4.311 -13.399 -4.011
30 N 5.725 -8.257 1.177
31 H 3.221 -9.335 1.544
32 H 8.756 -15.993 -7.432
33 H 6.532 -7.646 -5.547
34 C 7.640 -11.110 -7.154
35 H 8.947 -14.007 -11.381
36 H 9.259 -11.806 -11.614
37 Cl 8.559 -6.475 -5.452
38 H 5.304 -9.678 -2.812
39 O 9.553 -9.187 -0.063
40 H -0.253 -16.628 -0.884
41 C 10.685 -9.914 -3.792
42 H 8.916 -8.674 -1.968
43 H 8.319 -7.693 -0.572
44 H 11.763 -8.124 -4.268
45 H 5.417 -11.913 -2.150
46 H 4.900 -14.894 -3.964
47 O 1.554 -16.284 -0.060
48 H 6.698 -13.986 -2.508
49 H 1.881 -14.850 -3.479
50 C 8.641 -14.953 -7.748
51 H 3.766 -22.327 -4.888
52 O 8.128 -10.298 -6.122
53 H 7.254 -7.492 -7.131
54 H 0.969 -12.970 -1.408
55 C 1.700 -15.901 -3.261
56 H 6.791 -17.500 -1.715
57 C 0.138 -16.090 -0.024
58 H 5.466 -8.520 2.130
59 H 6.960 -18.503 -4.579
60 C 10.117 -13.212 1.278
61 H 10.073 -13.124 2.365
62 H 1.072 -7.538 0.087
63 H 5.343 -22.980 -5.389
64 O 3.088 -7.541 0.526
65 C 5.504 -20.570 -4.111
66 C 6.212 -13.467 -3.340
67 C 1.687 -12.276 -0.990
68 O 5.423 -21.830 -3.683
69 C 2.299 -15.321 0.492
70 H 11.451 -10.474 -4.330
71 O 9.131 -11.260 -0.835
72 C 5.502 -14.352 -0.583
73 H 10.584 -14.191 1.124
74 O 9.596 -9.687 -4.687
75 H 5.883 -15.288 -0.987
76 H 8.976 -12.764 -9.178
77 H 11.404 -12.403 -0.286
78 H 4.485 -11.172 0.052
79 H 2.346 -12.769 -0.291
80 H 8.144 -18.517 -2.176
81 H 7.672 -9.334 -0.993
82 H 5.081 -13.727 -1.373
83 C 5.767 -9.880 -3.787
84 H 10.361 -10.490 -2.925
85 H 1.728 -15.983 -2.179
86 H 9.185 -14.352 -7.010
87 Cl 3.038 -16.785 -3.963
88 H 7.574 -14.704 -7.671
89 H 11.022 -14.628 -12.421
90 H 12.010 -12.229 1.350
91 H 5.509 -10.787 1.407
92 C 4.880 -9.075 0.249
93 H 1.504 -7.899 1.798
94 H -0.123 -15.037 -0.032
95 Cl 0.116 -16.404 -3.814
96 H 5.178 -9.286 -4.489
97 H 6.810 -9.546 -3.799
98 H 11.916 -14.270 -10.936
99 C 4.720 -22.718 -4.533
100 C 9.860 -13.608 -10.911
101 C 9.272 -10.651 -5.531
102 H 10.578 -12.314 -12.321
103 O 9.052 -14.857 -9.090
104 H 10.425 -7.835 -3.255
105 N 4.844 -14.038 -3.420
106 H 7.110 -11.669 -2.659
107 H 7.921 -12.156 -7.039
108 O 4.993 -20.128 -5.104
109 C 3.421 -8.909 0.546
110 N 10.147 -12.256 -11.402
111 C 7.041 -13.731 -4.587
112 C 4.537 -14.592 0.550
113 C 6.482 -18.523 -3.594
114 O 5.690 -11.242 -4.102
115 O 3.551 -15.513 0.095
116 C 11.110 -12.183 0.742
117 H 1.679 -6.264 1.192
118 H 11.920 -8.526 -2.576
119 H 5.004 -15.021 1.438
120 C 9.719 -10.506 -0.098
121 H 4.042 -13.673 0.870
122 O 1.898 -14.398 1.147
123 O 10.630 -10.842 0.799
124 H 5.360 -7.307 1.106
125 H 7.842 -16.991 -3.009
126 H 6.369 -13.788 -0.220

Computed properties:
**M**: 938.63 g mol⁻¹
**E_HOMO**: -9.51 eV
**Gap between HOMO and LUMO**: 10.0 eV
**Structure (SMILES)**: COC[C@H](C)N.COC[C@H](C)N.COC[C@H](C)N.CCOC(=O)OC.CCOC(=O)OC.CCOC(=O)OC.CCOC(=O)OC.ClCCl.ClCCl.ClCCl


(B)
A 10-piece molecular cluster, C31H71Cl6N3O15 overall. Source: the OMol25 dataset; level of theory: ωB97M-V/def2-TZVPD.

Positions of all 126 atoms, in Å:
1 H -1.291 3.920 -1.445
2 H -0.082 -0.438 -2.698
3 H 0.636 -1.813 -1.765
4 C 1.028 9.009 -4.799
5 H 2.617 -2.558 -8.292
6 C 6.016 4.515 -1.516
7 H 5.745 -2.735 -13.175
8 H 5.517 -0.355 -13.223
9 H -4.736 5.661 5.166
10 H 7.190 0.679 7.111
11 H -9.573 -5.571 3.386
12 C 0.346 -0.763 -1.749
13 C -0.455 -0.513 -0.430
14 C 0.691 -8.771 0.253
15 N -1.794 6.881 6.400
16 H -2.253 7.774 6.288
17 H -2.303 -0.399 -1.127
18 C 6.532 5.910 -1.195
19 C 3.672 -2.826 -8.345
20 H -4.009 -2.925 4.025
21 H 6.791 -2.434 -11.783
22 C 4.709 -1.474 -10.022
23 H 6.805 3.992 -2.056
24 C -6.927 0.991 3.666
25 O 3.502 3.948 -3.895
26 O 5.163 2.914 4.553
27 H -1.129 -13.961 -2.565
28 H -9.944 -5.635 5.033
29 H 1.490 -9.359 0.705
30 C -7.475 -4.863 -0.561
31 Cl 2.562 9.455 -4.023
32 H -1.177 3.466 0.148
33 H -1.722 -1.891 -1.128
34 C -7.352 -4.384 5.376
35 H 1.157 -7.855 -0.110
36 H 4.033 6.493 4.507
37 H -7.255 -3.799 -0.656
38 C -0.716 3.242 -0.814
39 H 1.263 -0.175 -1.721
40 C -9.354 -5.057 4.322
41 O -4.590 7.548 5.832
42 C 6.516 1.532 7.032
43 H 0.093 -8.428 1.097
44 O -1.705 -11.053 -2.510
45 H 0.336 3.523 -0.840
46 C 4.844 -1.516 -11.600
47 C -3.809 -3.693 4.771
48 H 4.658 5.455 3.149
49 C -5.991 7.791 6.275
50 H 0.008 -1.097 0.366
51 H -5.214 -2.885 6.128
52 H 3.249 3.458 -5.969
53 H -7.709 0.326 3.298
54 H -1.110 -8.881 -0.998
55 C 5.769 -2.661 -12.088
56 H 3.142 2.080 -4.886
57 H 4.314 0.169 -12.463
58 O 4.070 -2.714 -9.696
59 H 0.339 -9.304 -1.791
60 O 6.653 3.768 6.176
61 H 7.253 6.074 -0.394
62 H -6.177 7.269 7.213
63 H 5.688 -1.502 -9.544
64 H 5.500 -3.612 -11.628
65 H -6.712 7.534 5.500
66 H -4.255 5.822 6.894
67 N -1.824 -1.072 -0.546
68 Cl -0.027 10.333 -5.118
69 H 0.517 1.278 0.257
70 H -4.560 -4.399 6.680
71 H 5.762 3.996 -0.592
72 H -2.044 6.662 7.354
73 H -2.350 6.419 4.530
74 H -1.707 4.466 6.708
75 H -9.649 -4.008 4.331
76 C -1.103 -11.481 -1.542
77 H -2.802 4.042 5.445
78 C -0.174 -9.414 -0.836
79 H -7.616 -4.905 0.519
80 H -1.016 4.563 5.121
81 H 4.168 -0.551 -9.814
82 O -6.031 -4.628 5.154
83 H 3.747 -3.874 -8.056
84 H 3.892 -1.853 -12.010
85 O 5.360 5.142 5.056
86 H 4.163 -2.301 -7.525
87 H -6.270 0.484 4.373
88 O 4.962 4.603 -2.451
89 H 3.486 4.768 4.129
90 O -0.874 1.807 -1.153
91 O 5.201 2.533 -3.437
92 H 6.381 1.783 8.084
93 O -7.823 -3.487 6.057
94 H -1.160 1.080 0.806
95 C 7.464 2.564 6.425
96 O -7.933 -5.281 4.607
97 Cl -5.965 -5.676 -1.184
98 Cl -7.914 2.175 4.606
99 C 2.925 3.144 -4.977
100 C 4.302 5.489 4.179
101 C 5.723 3.848 5.174
102 O -0.463 -10.769 -0.645
103 H -3.528 -4.655 4.341
104 C 4.615 3.601 -3.312
105 C -2.595 6.019 5.513
106 O -1.166 -12.701 -1.078
107 H -2.822 -13.569 -2.193
108 Cl -6.189 1.748 2.247
109 H -2.033 -14.616 -1.190
110 C -1.829 -13.714 -1.766
111 H 7.931 2.224 5.500
112 C -4.864 -3.858 5.784
113 Cl -9.014 -5.359 -1.341
114 H 1.132 8.397 -5.695
115 H 8.272 2.657 7.150
116 H -6.085 8.837 6.568
117 H 5.588 1.386 6.478
118 C -0.492 1.003 -0.051
119 C -4.122 6.207 5.883
120 H 1.835 3.170 -4.978
121 C -1.950 4.685 5.668
122 H 0.441 8.355 -4.153
123 H 5.709 6.619 -1.104
124 H 7.015 6.322 -2.081
125 H -2.890 -3.295 5.201
126 N 5.214 -0.244 -12.266

Computed properties:
**M**: 938.63 g mol⁻¹
**E_HOMO**: -9.42 eV
**Gap between HOMO and LUMO**: 9.6 eV
**Structure (SMILES)**: COC[C@H](C)N.COC[C@H](C)N.COC[C@H](C)N.CCOC(=O)OC.CCOC(=O)OC.CCOC(=O)OC.CCOC(=O)OC.ClCCl.ClCCl.ClCCl


(A) is preferred energetically. Next in line: 121.8 kcal/mol higher.


(A)
An isolated ion of composition C4H6N3O2 and charge -1. Source: the OMol25 dataset; level of theory: ωB97M-V/def2-TZVPD.

Positions of all 15 atoms, in Å:
1 O -3.911 0.897 -0.610
2 O -3.388 -0.170 1.258
3 C -0.941 -0.694 -0.189
4 H 1.710 -2.112 0.368
5 C 1.249 1.456 -0.191
6 N -0.006 -1.445 -0.320
7 H 1.273 1.591 -1.202
8 N -3.151 0.203 0.114
9 H 1.266 0.223 1.530
10 H 0.465 1.976 0.145
11 H 2.739 0.342 0.715
12 C 1.376 -1.197 -0.259
13 C 1.642 0.180 0.443
14 N -2.012 -0.120 -0.450
15 H 1.690 -1.130 -1.353

Computed properties:
**M**: 128.11 g mol⁻¹
**E_HOMO (alpha / beta)**: -3.62 / -1.33 eV
**Gap between HOMO and LUMO (alpha / beta)**: 7.5 / 4.7 eV
**Charge**: -1


(B)
An isolated ion of composition C4H6N3O2 and charge -1. Source: the OMol25 dataset; level of theory: ωB97M-V/def2-TZVPD.

Positions of all 15 atoms, in Å:
1 N -0.445 -0.325 1.094
2 N 0.001 -1.626 0.993
3 H 0.027 2.355 0.942
4 C 0.288 0.549 0.119
5 N -0.041 -0.121 -1.259
6 C 0.005 -1.436 -1.577
7 H 0.449 2.473 -0.791
8 O 1.037 -3.122 -0.237
9 O -0.371 0.790 -2.137
10 H 1.373 0.673 0.622
11 C 0.348 -2.144 -0.374
12 H -1.315 2.034 -0.315
13 H 0.204 -2.281 1.713
14 H -1.337 0.209 1.275
15 C -0.225 1.971 -0.068

Computed properties:
**M**: 128.11 g mol⁻¹
**E_HOMO (alpha / beta)**: -3.45 / -3.45 eV
**Gap between HOMO and LUMO (alpha / beta)**: 7.5 / 7.5 eV
**Charge**: -1
**Structure (SMILES)**: C[C@H]1NNC([O-])=C=[N+]1[O-]


(B) is preferred energetically. Next in line: 45.9 kcal/mol higher.